Entry 1:
Below is a cluster of 2 separate species, C17H29N5O in total, with properties calculated with the ωB97M-V functional and the def2-TZVPD basis.

CARTESIAN COORDINATES (ANGSTROEM)
C 2.452 -0.849 3.839
C 2.889 0.395 3.072
N 2.702 1.637 3.823
C 1.645 2.527 3.373
O 0.924 3.037 4.475
C -0.487 2.798 4.441
C -0.852 1.379 4.898
N -1.518 0.511 3.929
N -2.587 1.147 3.223
H 2.810 -0.809 4.861
H 1.365 -0.921 3.869
H 2.830 -1.739 3.346
H 3.945 0.278 2.831
H 2.370 0.454 2.115
H 2.575 1.450 4.809
H 2.092 3.389 2.873
H 0.973 2.009 2.673
H -0.914 3.511 5.136
H -0.858 3.015 3.442
H 0.076 0.883 5.161
H -1.456 1.410 5.799
H -0.861 0.050 3.317
H -3.447 0.657 3.433
H -2.430 1.091 2.224
C -0.371 -4.822 -6.415
N -0.395 -3.662 -5.486
C -1.446 -2.828 -5.518
C -1.521 -1.754 -4.661
C -0.498 -1.531 -3.742
C 0.583 -2.407 -3.739
C 0.612 -3.463 -4.623
C -0.555 -0.397 -2.785
C -0.466 -0.621 -1.414
C -0.500 0.446 -0.543
N -0.614 1.702 -0.999
C -0.710 1.946 -2.316
C -0.688 0.917 -3.228
C -0.613 2.848 -0.054
H -0.457 -4.453 -7.434
H -1.206 -5.474 -6.172
H 0.564 -5.357 -6.293
H -2.221 -3.044 -6.240
H -2.387 -1.109 -4.710
H 1.416 -2.271 -3.063
H 1.435 -4.162 -4.654
H -0.380 -1.620 -1.010
H -0.430 0.314 0.527
H -0.801 2.981 -2.614
H -0.759 1.153 -4.281
H -1.519 3.429 -0.206
H 0.269 3.451 -0.255
H -0.579 2.476 0.965

Output
- gap between HOMO and LUMO (eV) = 4.56
- total charge = +2

---

Entry 2:
Below is a structure of composition C17H30AsIrN8OPS at a distorted geometry, with properties calculated with the ωB97M-V functional and the def2-TZVPD basis.

CARTESIAN COORDINATES (ANGSTROEM)
Ir -0.253 0.399 0.046
C -3.760 -3.259 2.428
N -2.503 -2.564 2.122
C -1.266 -2.952 2.551
C -0.371 -2.075 2.016
N -1.062 -1.158 1.271
C -2.354 -1.469 1.356
P -3.699 -0.618 0.487
C -2.852 -0.812 -1.112
N -1.585 -0.463 -1.364
C -1.267 -0.911 -2.620
C -2.364 -1.536 -3.129
N -3.343 -1.472 -2.174
C -4.666 -2.094 -2.304
C -3.108 1.057 0.830
N -1.866 1.526 0.673
C -1.855 2.843 1.045
C -3.118 3.171 1.433
N -3.886 2.048 1.296
C -5.317 1.967 1.623
H -3.547 -4.093 3.089
H -4.215 -3.650 1.520
H -4.463 -2.590 2.919
H -1.108 -3.807 3.188
H 0.701 -2.064 2.116
H -0.299 -0.766 -3.067
H -2.505 -2.015 -4.084
H -4.984 -2.050 -3.342
H -5.400 -1.582 -1.688
H -4.614 -3.141 -2.009
H -0.971 3.456 1.015
H -3.514 4.111 1.781
H -5.646 2.937 1.987
H -5.494 1.229 2.402
H -5.899 1.708 0.741
C 2.740 0.029 4.607
As 3.158 1.186 3.130
C 3.110 3.030 3.669
C 4.898 0.759 2.448
S 1.586 0.952 1.538
H 3.374 0.367 5.432
H 2.996 -1.000 4.360
H 1.697 0.116 4.902
H 3.811 3.122 4.504
H 2.113 3.310 4.003
H 3.440 3.666 2.850
H 5.570 0.966 3.288
H 5.162 1.395 1.605
H 4.969 -0.292 2.174
C 1.092 3.310 -4.586
N 1.264 2.391 -3.463
C 0.335 2.005 -2.613
N -0.941 2.333 -2.837
O 0.698 1.319 -1.579
H 2.025 3.836 -4.766
H 0.303 4.034 -4.396
H 0.857 2.778 -5.510
H 2.188 2.014 -3.308
H -1.234 2.818 -3.670
H -1.643 2.050 -2.178

Output
- gap between HOMO and LUMO (alpha / beta) (eV) = 6.73 / 5.14
- <S²> = 0.756
- total charge = +4
- spin multiplicity = 2

---

Entry 3:
Below is a cluster of 2 separate species, C17H30BBrIN2O8S in total at a distorted geometry, with properties calculated with the ωB97M-V functional and the def2-TZVPD basis.

CARTESIAN COORDINATES (ANGSTROEM)
C 3.659 2.222 -2.137
C 2.360 1.938 -1.319
C 2.394 2.377 0.188
N 1.305 1.421 -1.816
B 0.870 0.093 -1.205
O 2.214 -0.599 -0.882
N 2.474 -1.647 -1.701
O 3.484 -1.467 -2.310
O -0.076 0.094 -0.064
C -1.361 -0.255 -0.528
Br -1.951 1.539 -1.277
C -2.219 -0.626 0.726
C -3.646 0.000 0.835
C -3.715 1.326 1.659
O -4.472 -0.926 1.593
C -1.099 -1.324 -1.703
C -0.705 -2.801 -1.354
C 0.024 -3.031 0.014
C -0.400 -4.411 0.693
S -1.620 -4.186 2.064
C -1.884 -1.203 -3.060
C -3.433 -1.432 -3.089
C -4.296 -0.097 -3.218
I -4.329 -2.612 -1.516
O 0.184 -0.815 -2.134
H 3.452 2.322 -3.229
H 4.451 1.480 -1.919
H 4.047 3.227 -1.823
H 1.508 3.006 0.425
H 2.493 1.478 0.828
H 3.283 3.033 0.329
H -2.204 -1.739 0.805
H -1.642 -0.264 1.615
H -4.160 0.086 -0.152
H -3.226 2.181 1.151
H -4.803 1.595 1.698
H -3.373 1.148 2.697
H -4.205 -1.825 1.393
H 0.032 -3.086 -2.145
H -1.525 -3.550 -1.434
H 1.119 -3.124 -0.185
H -0.107 -2.245 0.780
H -0.748 -5.149 -0.061
H 0.508 -4.827 1.191
H -2.779 -3.699 1.516
H -1.417 -1.933 -3.764
H -1.683 -0.201 -3.506
H -3.654 -1.987 -4.033
H -5.006 0.025 -2.368
H -4.951 -0.191 -4.123
H -3.667 0.798 -3.382
C 4.745 3.375 4.773
C 3.597 2.592 4.199
O 3.792 2.726 2.795
C 5.108 2.992 2.591
O 5.638 2.998 1.530
O 5.744 3.252 3.766
H 5.098 2.971 5.721
H 4.506 4.434 4.905
H 3.640 1.532 4.462
H 2.628 2.991 4.496

Output
- gap between HOMO and LUMO (eV) = 6.35
- total charge = -1

---

Entry 4:
Below is a structure of composition C17H30BiN10O5S at a distorted geometry, with properties calculated with the ωB97M-V functional and the def2-TZVPD basis.

CARTESIAN COORDINATES (ANGSTROEM)
Bi -0.560 0.359 0.230
N -2.028 -0.721 3.392
C -1.223 0.308 3.690
N -0.848 0.469 4.951
C -0.040 1.503 5.189
N 0.378 1.690 6.441
N 0.402 2.368 4.248
C -0.011 2.115 3.027
N -0.819 1.112 2.678
C 0.459 3.017 1.943
C 0.976 4.268 2.249
C 1.351 5.108 1.213
C 1.228 4.666 -0.096
C 0.735 3.392 -0.321
N 0.353 2.595 0.675
H -2.369 -1.299 4.140
H -2.348 -0.872 2.451
H 0.061 1.063 7.158
H 0.984 2.462 6.653
H 1.062 4.555 3.286
H 1.721 6.102 1.424
H 1.510 5.294 -0.928
H 0.628 2.974 -1.316
N -1.137 1.321 -3.864
C -1.378 0.875 -2.528
O -0.179 0.659 -1.896
C -2.238 1.897 -1.772
C -2.432 1.455 -0.325
H -0.553 0.649 -4.347
H -2.015 1.398 -4.364
H -3.193 1.991 -2.293
H -1.720 2.854 -1.832
H -3.251 0.742 -0.251
H -2.614 2.299 0.336
N 2.386 -1.223 -2.051
C 3.213 -2.460 -2.015
C 4.532 -2.174 -1.287
C 4.329 -1.825 0.198
N 3.653 -0.517 0.331
C 3.529 -2.942 0.882
C 2.209 -3.348 0.194
N 1.173 -2.319 0.394
C 2.465 -3.608 -1.302
H 2.689 -0.550 -2.749
H 2.465 -0.786 -1.108
H 1.373 -1.441 -2.245
H 3.410 -2.752 -3.048
H 5.064 -1.359 -1.787
H 5.151 -3.069 -1.354
H 5.315 -1.787 0.674
H 4.302 0.232 0.112
H 3.328 -0.379 1.280
H 3.307 -2.641 1.911
H 4.176 -3.820 0.928
H 1.888 -4.296 0.646
H 0.938 -2.270 1.380
H 0.325 -2.563 -0.108
H 1.510 -3.782 -1.800
H 3.068 -4.512 -1.394
O -2.225 -0.369 -2.578
S -1.914 -1.751 -1.892
O -0.602 -2.202 -2.343
O -1.868 -1.482 -0.412
O -2.983 -2.613 -2.245

Output
- gap between HOMO and LUMO (eV) = 8.15
- total charge = +1

---

Entry 5:
Below is a cluster of 8 separate species, C17H30Br8FN3O6 in total at a distorted geometry, with properties calculated with the ωB97M-V functional and the def2-TZVPD basis.

CARTESIAN COORDINATES (ANGSTROEM)
C 0.161 -12.852 -20.833
N 1.182 -12.245 -19.956
O 2.180 -12.879 -19.697
O 0.961 -11.117 -19.580
H -0.139 -12.109 -21.560
H -0.652 -13.211 -20.204
H 0.581 -13.734 -21.305
C -4.506 -16.246 -30.234
N -3.611 -16.031 -29.089
O -2.627 -16.710 -28.972
O -3.954 -15.180 -28.307
H -4.615 -15.275 -30.711
H -5.476 -16.562 -29.853
H -4.170 -17.001 -30.936
C -2.592 -14.116 -25.466
N -2.801 -13.706 -24.058
O -3.109 -12.555 -23.858
O -2.602 -14.529 -23.197
H -1.506 -14.118 -25.569
H -3.012 -13.408 -26.172
H -2.970 -15.112 -25.672
Br 4.339 -12.551 -22.637
C 4.451 -14.407 -21.996
C 5.896 -14.859 -22.150
Br 5.960 -16.812 -21.829
H 3.738 -14.918 -22.627
H 4.186 -14.410 -20.945
H 6.516 -14.385 -21.400
H 6.242 -14.709 -23.166
Br 4.099 -18.636 -26.690
C 4.806 -16.844 -27.135
C 5.162 -16.830 -28.608
Br 5.857 -15.021 -28.975
H 5.650 -16.577 -26.510
H 3.959 -16.190 -26.966
H 4.292 -16.884 -29.252
H 5.889 -17.571 -28.918
Br -7.736 -17.268 -25.901
C -6.640 -16.017 -24.880
C -5.681 -16.721 -23.969
Br -4.233 -17.609 -25.005
H -7.289 -15.368 -24.295
H -6.093 -15.395 -25.584
H -6.104 -17.396 -23.228
H -5.167 -15.990 -23.339
Br 3.092 -19.769 -22.485
C 1.988 -19.843 -24.100
C 0.587 -20.351 -23.859
Br 0.673 -22.253 -23.239
H 2.428 -20.538 -24.813
H 2.007 -18.832 -24.497
H 0.016 -20.318 -24.782
H 0.083 -19.842 -23.044
F 1.762 -15.742 -22.829
C 1.187 -16.100 -24.008
C 1.688 -15.632 -25.202
C 1.010 -15.900 -26.387
C -0.178 -16.630 -26.295
C -0.650 -17.134 -25.098
C 0.023 -16.834 -23.906
H 2.588 -15.027 -25.179
H 1.413 -15.510 -27.309
H -0.711 -16.829 -27.216
H -1.530 -17.763 -25.142
H -0.365 -17.188 -22.962

Output
- gap between HOMO and LUMO (eV) = 9.47
- SMILES = C[N+](=O)[O-].C[N+](=O)[O-].C[N+](=O)[O-].Fc1ccccc1.BrCCBr.BrCCBr.BrCCBr.BrCCBr
- total charge = 0

---

Entry 6:
Below is a structure of composition C17H30ClFeN3O4SSb at a distorted geometry, with properties calculated with the ωB97M-V functional and the def2-TZVPD basis.

CARTESIAN COORDINATES (ANGSTROEM)
Fe 0.367 -0.319 -0.357
C 2.674 0.032 3.067
C 3.193 1.283 2.401
C 2.756 2.554 3.177
C 2.832 1.323 0.911
C 3.667 0.691 -0.010
C 3.261 0.615 -1.361
C 2.049 1.195 -1.802
C 1.674 1.171 -3.244
C 1.277 1.893 -0.836
C 1.667 1.919 0.542
H 2.959 0.067 4.101
H 2.967 -0.963 2.680
H 1.595 0.061 3.127
H 4.245 1.308 2.432
H 1.724 2.482 3.438
H 2.794 3.421 2.567
H 3.253 2.692 4.131
H 4.539 0.174 0.377
H 3.873 0.124 -2.055
H 2.538 1.602 -3.778
H 0.744 1.748 -3.421
H 1.443 0.158 -3.577
H 0.421 2.431 -1.224
H 0.971 2.405 1.251
O 3.052 -2.505 -1.754
Cl 1.807 -2.508 -1.116
O 0.896 -1.694 -1.964
O 1.753 -1.735 0.166
O 1.322 -3.808 -0.883
C -2.847 -1.930 0.546
Sb -1.321 -0.986 1.682
C -0.895 -2.380 3.130
C -2.562 0.301 2.802
H -3.785 -1.968 1.139
H -2.587 -2.961 0.217
H -3.031 -1.413 -0.396
H -0.345 -1.906 3.897
H -0.363 -3.178 2.641
H -1.834 -2.762 3.495
H -3.090 1.067 2.229
H -1.970 0.864 3.590
H -3.232 -0.379 3.279
C -2.904 -2.189 -3.515
C -1.741 -1.139 -3.509
C -2.006 -0.104 -2.444
N -1.417 0.193 -1.301
N -1.949 1.258 -0.615
C -2.998 1.725 -1.203
N -3.868 2.613 -0.623
S -3.396 0.919 -2.637
H -3.077 -2.632 -4.518
H -3.860 -1.741 -3.186
H -2.734 -3.024 -2.865
H -1.648 -0.574 -4.426
H -0.773 -1.731 -3.465
H -3.678 2.983 0.272
H -4.403 3.260 -1.203

Output
- gap between HOMO and LUMO (alpha / beta) (eV) = 8.95 / 8.97
- <S²> = 6.012
- total charge = +1
- spin multiplicity = 5

---

Entry 7:
Below is a structure of composition C17H30F3NO10V2 at a distorted geometry, with properties calculated with the ωB97M-V functional and the def2-TZVPD basis.

CARTESIAN COORDINATES (ANGSTROEM)
O -2.219 4.496 -2.862
V -2.300 3.523 -1.708
O -3.342 2.358 -1.977
O -2.333 -0.240 -1.689
V -0.789 0.040 -1.699
O 0.045 -1.327 -1.526
C 0.606 3.319 -1.949
O 0.003 4.385 -1.229
O -0.288 2.284 -1.811
C 1.221 3.670 -3.353
F 0.284 4.364 -4.064
F 2.353 4.359 -3.341
F 1.445 2.535 -4.005
C 0.492 5.709 -1.325
C -0.505 6.679 -0.741
H -0.706 6.408 0.297
H -0.197 7.713 -0.879
H -1.460 6.637 -1.273
H 0.677 6.148 -2.311
H 1.455 5.814 -0.819
H 1.434 2.908 -1.355
C -2.176 -2.012 2.087
C -1.994 -0.523 2.507
C -1.791 -0.483 4.031
C -0.454 -1.070 4.479
C 0.671 -0.370 3.695
C 0.475 -0.149 2.165
N -0.902 0.293 1.969
O -1.129 0.701 0.666
C 0.832 -1.431 1.336
C 1.556 0.895 1.808
C -3.352 0.168 2.303
H -3.204 -2.357 2.191
H -1.439 -2.758 2.385
H -2.053 -2.135 1.003
H -2.651 -1.030 4.423
H -1.878 0.567 4.322
H -0.394 -2.111 4.152
H -0.276 -0.893 5.537
H 1.625 -0.858 3.895
H 0.615 0.579 4.239
H 0.022 -2.123 1.130
H 1.551 -2.032 1.908
H 1.401 -1.302 0.415
H 2.583 0.554 1.930
H 1.349 1.792 2.391
H 1.462 1.102 0.739
H -3.288 1.205 2.646
H -4.212 -0.257 2.827
H -3.809 0.292 1.317
C 3.380 -5.631 -2.636
C 2.158 -4.906 -2.014
C 1.577 -3.994 -3.117
O 0.317 -4.588 -3.435
C 0.129 -5.750 -2.784
O -0.808 -6.459 -2.955
O 1.151 -5.936 -1.921
H 4.238 -4.955 -2.721
H 3.153 -6.019 -3.626
H 3.857 -6.392 -2.015
H 2.245 -4.357 -1.082
H 2.276 -3.985 -3.947
H 1.310 -3.062 -2.623

Output
- gap between HOMO and LUMO (eV) = 3.94
- total charge = 0

---

Entry 8:
Below is a structure of composition C17H30F5MoNOP2 at a distorted geometry, with properties calculated with the ωB97M-V functional and the def2-TZVPD basis.

CARTESIAN COORDINATES (ANGSTROEM)
Mo 0.047 0.303 -0.350
P 2.372 -0.286 -1.163
P -2.043 0.505 1.036
N -0.785 0.134 -1.881
H 0.622 -1.487 0.419
C 3.057 -1.986 -1.312
H 4.039 -1.961 -1.811
H 2.368 -2.598 -1.910
H 3.168 -2.451 -0.323
C 3.783 0.626 -0.420
H 4.721 0.373 -0.934
H 3.854 0.397 0.649
H 3.576 1.698 -0.518
C 2.449 0.287 -2.903
H 3.467 0.151 -3.298
H 2.171 1.349 -2.941
H 1.734 -0.289 -3.505
C -3.247 -0.761 1.569
H -4.180 -0.271 1.874
H -2.857 -1.366 2.395
H -3.476 -1.376 0.687
C -1.992 1.835 2.298
H -3.027 2.016 2.621
H -1.647 2.761 1.816
H -1.362 1.638 3.169
C -3.111 1.383 -0.157
H -4.037 1.614 0.381
H -3.341 0.750 -1.015
H -2.655 2.316 -0.501
C -1.208 0.306 -3.149
C -2.073 -0.624 -5.188
C -1.569 -0.827 -3.920
C -1.267 1.620 -3.678
C -1.777 1.795 -4.951
C -2.185 0.681 -5.702
H -2.387 -1.482 -5.777
H -1.446 -1.806 -3.457
H -0.918 2.440 -3.047
H -1.859 2.802 -5.351
H -2.595 0.835 -6.706
C 2.093 0.021 2.586
O 1.778 0.847 1.696
C 2.394 -1.423 2.358
H 2.462 -1.920 3.333
H 3.355 -1.546 1.840
H 1.614 -1.968 1.807
C 2.200 0.499 4.000
H 1.641 -0.167 4.669
H 1.796 1.513 4.043
H 3.260 0.505 4.294
F -1.120 -2.278 1.257
C -0.443 -1.145 0.858
F -0.624 -0.482 3.622
C -1.079 -0.801 4.857
F -2.351 -1.225 4.719
F -0.290 -1.746 5.350
F -1.073 0.272 5.665

Output
- gap between HOMO and LUMO (alpha / beta) (eV) = 4.96 / 6.48
- <S²> = 2.038
- total charge = 0
- spin multiplicity = 3